<P>
The following is a quantum chemistry calculation of a cluster of 3 separate species, C2H7NS in total, from OMol25.

Properties
HOMO-LUMO gap in eV: 8.73

Geometry (Å):
C 0.6405 0.1898 -0.7353
C 0.0648 -0.9339 -1.2319
N 1.3656 0.2471 0.4345
H 0.6364 1.1365 -1.2899
H -0.1866 -1.0603 -2.2767
H -0.0080 -1.8183 -0.6041
H -0.9183 0.1423 -0.0386
H 1.1088 -0.4939 1.0630
H 1.1656 1.1031 0.9429
S -1.2780 0.7072 1.9359
H -2.5907 0.7805 1.8002

=====

<Q>
The following is a quantum chemistry calculation of a cluster of 2 separate species, C2H7NS in total, from OMol25.

Properties
HOMO-LUMO gap (spin up / spin down) in eV: 8.32 / 8.42

Geometry (Å):
C 1.7854 -1.0440 -0.7864
C -1.7577 0.0320 0.5368
N 0.3033 1.4782 0.4619
S -1.2120 1.6631 -0.0103
H 0.9565 -1.7670 -0.6687
H 1.6306 -0.2429 -0.1658
H 2.6167 -1.2593 -1.4104
H -2.7603 -0.4605 0.1622
H -1.7659 0.0268 1.6499
H -0.8249 -0.5110 0.2937
H 1.0283 2.0845 -0.0629

=====

<R>
The following is a quantum chemistry calculation of a cluster of 2 separate species, C2H7NS in total, from OMol25.

Properties
HOMO-LUMO gap in eV: 9.12
SMILES: C=CN.S

Geometry (Å):
C -3.4115 1.3867 2.1047
C -2.4389 1.6810 1.2254
N -1.1211 1.1980 1.1961
H -4.4637 1.5560 1.8815
H -3.2804 1.3437 3.1799
H -2.7488 2.2928 0.3728
H -0.6537 1.8320 0.5573
H -0.8760 0.2736 0.8816
S 3.1027 -1.8111 -1.9750
H 3.1010 -2.7089 -0.9584
H 1.8892 -2.2008 -2.3864

=====

The most stable of them is <R>.

=====

<P>
The following is a quantum chemistry calculation of a cluster of 2 separate species, C2H6O3 in total, from OMol25.

Properties
HOMO-LUMO gap in eV: 11.13
SMILES: O=CO.CO

Geometry (Å):
O 4.1727 0.2420 -0.3077
C 3.8346 -0.3401 0.7225
O 4.4111 -1.5202 1.1500
H 2.9825 0.0621 1.3534
H 4.5642 -1.9061 0.2732
C -3.4192 0.4154 -0.8568
O -2.8733 1.3506 0.0460
H -2.9631 -0.5655 -0.9272
H -3.2697 0.8831 -1.8442
H -4.5250 0.3721 -0.5667
H -2.9150 1.0066 0.9576

=====

<Q>
The following is a quantum chemistry calculation of a cluster of 2 separate species, C2H6O3 in total, from OMol25.

Properties
HOMO-LUMO gap in eV: 11.71
SMILES: COC=O.O

Geometry (Å):
C -2.2622 0.5348 0.4194
O -0.9786 0.3526 0.9243
C -0.1735 -0.6325 0.3713
O 1.0145 -0.8070 0.7413
H -2.6928 1.2880 1.1004
H -2.8600 -0.3892 0.4936
H -2.3295 0.9153 -0.6137
H -0.7341 -1.1454 -0.4352
O 3.9627 0.1905 -0.8460
H 3.3404 0.4169 -1.5737
H 3.7132 -0.7239 -0.5817

=====

The most stable of them is <Q>.

=====

<P>
The following is a quantum chemistry calculation of an isolated molecule of C5H11N3, from OMol25.

Properties
HOMO-LUMO gap in eV: 8.53
SMILES: C=CN(N)/C=N/CC

Geometry (Å):
C 1.7816 1.9194 0.0263
C 2.0975 0.6329 0.2144
N 1.2807 -0.4918 -0.1016
N 1.9220 -1.7104 0.0457
C -0.0199 -0.4485 -0.6094
N -0.7480 0.5465 -0.6832
C -2.1160 0.2532 -0.5209
C -2.4978 -0.2208 0.7778
H 2.6479 2.7070 0.1344
H 0.8146 2.2819 -0.0928
H 3.0492 0.2356 0.4898
H 2.8070 -1.6100 0.5575
H 2.0037 -2.2656 -0.8677
H -0.2595 -1.3858 -1.0849
H -2.7064 1.1061 -0.8366
H -2.4495 -0.5986 -1.2215
H -1.8186 0.2878 1.5670
H -2.3027 -1.2924 1.0381
H -3.4859 0.0535 1.1678

=====

<Q>
The following is a quantum chemistry calculation of an isolated molecule of C5H11N3, from OMol25.

Properties
HOMO-LUMO gap in eV: 9.08
SMILES: CC/N=C/C=C/NN

Geometry (Å):
C 4.1022 -0.2003 0.4439
C 3.0115 0.4375 -0.4445
N 1.7177 -0.1868 -0.2088
C 0.5956 0.3012 0.0424
C -0.5340 -0.6280 0.0983
C -1.7871 0.0574 -0.0396
N -3.0552 -0.4744 -0.1842
N -4.1258 0.3503 0.2531
H 4.9772 0.4079 0.1802
H 3.8543 -0.1292 1.6366
H 4.1120 -1.3875 0.3502
H 3.0183 1.4681 -0.1528
H 3.3113 0.4075 -1.5382
H 0.5352 1.4574 0.2786
H -0.4014 -1.7040 -0.2294
H -1.9599 1.1795 -0.0272
H -3.0868 -0.9494 -1.1608
H -4.3133 1.2671 -0.2782
H -4.1332 0.3519 1.3168

=====

<R>
The following is a quantum chemistry calculation of an isolated molecule of C5H11N3, from OMol25.

Properties
HOMO-LUMO gap in eV: 8.23

Geometry (Å):
C 0.0438 0.3950 -0.6264
C -1.4178 0.6689 -0.9174
C -1.2070 2.0416 -0.3503
N 0.6731 -1.1966 -0.0847
C 0.2607 0.8358 0.6872
N -0.1231 -2.3812 -0.1518
N 2.0316 -1.4463 -0.3692
C 0.6417 1.0594 1.9157
H 0.7619 0.6764 -1.3907
H -0.5598 -2.5620 0.7520
H -0.8679 -2.2401 -0.8300
H 2.0997 -2.1264 -1.1273
H 2.4786 -1.8759 0.4409
H -2.1091 0.0505 -0.3414
H -1.6621 0.6087 -1.9782
H -0.8570 2.8301 -1.0053
H -1.8031 2.3556 0.4968
H 1.1007 0.2723 2.5055
H 0.5151 2.0342 2.3746

=====

The most stable of them is <P>.

=====

<P>
The following is a quantum chemistry calculation of a structure of composition C4H6O, from OMol25.

Properties
HOMO-LUMO gap in eV: 10.67

Geometry (Å):
C 1.1908 -0.3565 0.4632
C -0.2568 0.0572 0.7039
C -0.8284 0.8782 -0.4256
O -0.1976 0.0623 -1.4063
C 0.0904 -0.9249 -0.3803
H 1.6311 -0.8352 1.3415
H 1.8870 0.2612 -0.0988
H -0.6928 -0.0608 1.6908
H -0.5427 1.9190 -0.5481
H -1.9231 0.7558 -0.4542
H -0.3577 -1.7563 -0.8860

=====

<Q>
The following is a quantum chemistry calculation of a structure of composition C4H6O, from OMol25.

Properties
HOMO-LUMO gap in eV: 9.00

Geometry (Å):
C -0.5765 -0.8871 0.2098
C -0.7197 0.6505 -0.1348
O -0.9506 1.5424 0.9026
C 0.5617 0.1240 -0.4536
C 1.7689 -0.3476 -0.7243
H -1.1909 -1.5410 -0.4054
H -0.6172 -1.0443 1.2868
H 0.7822 -1.2063 -0.0974
H -1.4220 0.8428 -0.9433
H -0.1754 1.5462 1.4798
H 2.5394 0.3205 -1.1204

=====

<R>
The following is a quantum chemistry calculation of an isolated molecule of C4H6O, from OMol25.

Properties
HOMO-LUMO gap in eV: 10.92
SMILES: O=CC1CC1

Geometry (Å):
O 0.0565 1.0867 -2.4279
C 0.3551 0.8690 -1.2533
C -0.4407 0.0002 -0.4166
C -0.3813 0.0965 1.1339
C 0.3531 -0.9495 0.4262
H 1.3150 1.2073 -0.7363
H -1.3951 -0.3294 -0.8190
H -1.3090 -0.0406 1.6251
H 0.0991 0.9436 1.5704
H 1.4237 -0.8793 0.4534
H -0.0763 -2.0045 0.4441

=====

<S>
The following is a quantum chemistry calculation of an isolated molecule of C4H6O, from OMol25.

Properties
HOMO-LUMO gap in eV: 10.55
SMILES: O=C1CCC1

Geometry (Å):
O -2.2008 0.0534 0.4422
C -1.0967 0.0174 -0.0229
C -0.0503 1.1221 -0.2281
C 0.9340 0.0433 0.2849
C -0.1391 -1.1230 -0.0966
H 0.0768 1.4733 -1.2545
H -0.2499 1.9856 0.4197
H 1.1580 0.1935 1.3468
H 1.6490 -0.4995 -0.2790
H -0.3073 -2.0041 0.5285
H 0.0232 -1.4732 -1.1374

=====

The most stable of them is <R>.